C41H47BrF3N4O6P3SSr | wB97M-V/def2-TZVPD

## Properties
LUMO energy: 4.01 eV
E_HOMO: -0.08663 hartree
HOMO-LUMO gap: 0.23403 Ha
ΔE to the lowest compared entry with this formula, charge and spin: 0.0 kJ/mol

The geometry in ORCA input format:
```
! wB97M-V def2-TZVPD RIJCOSX def2/J DEFGRID3
* xyz -2 1
O 2.49920 -6.16135 -0.62602
H -5.39690 -0.23363 -1.46451
H -3.84411 3.61541 -1.63215
C -1.58591 -3.91080 1.32534
C 1.03822 4.29865 -0.90512
C -2.59004 -0.21107 0.36648
O 1.65053 -0.74878 3.90774
H 1.76317 4.11117 -0.11213
H 4.25154 1.96967 2.78634
C -3.94866 -0.21949 0.11847
H 3.40945 1.62638 -4.28032
C 2.60672 1.44108 -3.55523
C -3.40121 -0.27898 -2.21687
H 1.32482 -8.07500 -2.00573
H 0.09844 4.21297 -3.67627
O 0.70549 -2.72942 -0.57197
C 3.32423 -1.25527 -3.89481
H -1.33816 -6.02052 1.64660
H -2.22587 -0.17404 1.38478
C -0.34295 3.35335 -3.16203
H 0.89910 3.09743 3.67791
P 0.73699 2.72339 -1.80576
H -2.23110 2.24643 -0.39120
H 2.68422 -7.10389 -0.56226
C 3.40453 -0.72787 2.35088
C -1.85712 0.10068 4.86755
C 4.78265 0.38427 -2.08856
C -3.11513 1.87023 3.14252
C -3.36331 4.02543 -0.75189
O 4.16363 2.77902 0.39501
N 2.62042 -1.50633 1.38503
C -0.22713 -4.79419 3.04435
H 4.76434 1.17717 -1.33595
H -0.49192 -7.74733 -3.64913
Br -2.75135 -4.16172 -0.16363
H -3.16555 6.86127 1.08191
H 2.04347 -2.17070 1.89104
H 4.01000 -1.36500 3.01066
H -0.47439 4.24933 3.78681
H 0.78142 -3.23935 4.18754
C -0.48291 -2.46178 2.66477
H 4.02852 -0.88976 -4.64835
H 2.36268 -1.46563 -4.36739
H -0.01959 0.72673 3.96106
C 0.95038 -7.07632 -2.21528
H -1.36473 -5.45847 -4.08400
H -1.60292 5.46603 2.35794
C -0.55851 -5.61508 -3.37880
P -0.61730 2.62011 1.92946
O 2.80587 -3.24396 -1.18377
H -0.21018 -1.43934 2.89796
C 3.26051 2.10569 0.92653
H -1.35093 -0.60098 5.51991
H -3.83132 -0.39512 5.56171
H 2.40165 3.58804 -3.33470
H -1.30638 3.64952 -2.74101
H 3.18767 -2.04670 0.73567
C -2.01277 -0.30738 -1.89424
O 2.37139 1.46225 0.29133
N -1.31135 -2.67157 1.64081
C -2.09270 5.04933 1.48751
C -2.97954 5.84062 0.76732
C -1.08241 -5.02461 1.97763
C 0.08402 -3.49147 3.40053
P 3.06334 -0.03808 -2.55083
C -1.72713 1.75319 3.11226
C 1.50224 -5.98637 -1.54977
C -1.10099 0.85914 3.98652
Sr 0.96450 -0.30536 -0.36294
F -3.42533 0.75578 -4.35962
H -4.94815 1.19192 4.02314
C 1.58431 -3.45757 -1.10976
C -3.24169 0.21410 4.88646
C -3.86764 1.10141 4.02216
C -4.34586 -0.24234 -1.20949
C 3.21165 2.13074 2.46951
H 3.01928 3.18607 2.70503
H -0.52907 2.54610 -3.87212
C 0.22028 3.74369 3.11449
C 1.02581 -4.69987 -1.78740
H 5.36254 0.70648 -2.95917
N -1.66228 -0.22998 -0.58416
H 1.71045 1.17220 -4.12431
H 5.25393 -0.49808 -1.65136
N 2.25961 1.32893 3.20556
C -3.86709 -0.28982 -3.64152
C 2.35890 2.69184 -2.70355
H -0.40265 -3.53300 -2.84013
H -3.61796 2.54886 2.46348
H 0.81699 4.47581 2.56617
C 2.39236 0.02948 3.22665
C -0.01618 -4.53617 -2.69242
H 3.68650 -2.18464 -3.45366
H 0.20545 -5.63240 3.57791
H -4.31237 5.94686 -0.91413
H -4.65853 -0.20017 0.93291
H 1.43966 5.06273 -1.57798
C -2.46228 3.24627 -0.04150
C -0.07262 -6.89028 -3.13500
H 0.10863 4.66804 -0.46684
H 4.07509 -0.07189 1.79841
S -0.75993 -0.43668 -3.06107
F -5.22537 -0.22032 -3.72250
H 3.12518 2.79562 -1.92885
F -3.53641 -1.39838 -4.31844
C -3.62312 5.32932 -0.35053
C -1.82496 3.73804 1.10035
*
```